No. 1
The following is a DFT calculation (the ωB97M-V functional and the def2-TZVPD basis) of one molecule with the formula C3H4FN3S in a non-equilibrium geometry.

## Properties
- charge = 0
- calculated total energy (hartree) = -778.929169
- relative energy (zero: lowest compared OMol25 entry of this formula, charge and spin) (kcal per mole) = 67.6
- structure (SMILES) = [H]/N=c1/[nH]cc(F)n1S
- LUMO level (Eh) = 0.020
- largest force on an atom (eV/A) = 4.87
- HOMO-LUMO gap (eV) = 8.7

XYZ file:
```
12
Properties=species:S:1:pos:R:3:nbo_charge:R:1
H 2.666 1.278 0.619 0.385
N 1.717 1.783 0.258 -0.738
C 0.662 1.091 0.157 0.589
N -0.726 1.717 -0.215 -0.608
C -1.728 0.811 -0.187 -0.105
C -1.211 -0.364 -0.101 0.438
F -1.996 -1.385 0.356 -0.309
N 0.261 -0.233 -0.064 -0.637
S 1.365 -1.438 -0.227 0.236
H -0.711 2.654 -0.367 0.406
H -2.853 1.001 0.010 0.239
H 1.929 -1.547 1.086 0.105
```



No. 2
The following is a DFT calculation (the ωB97M-V functional and the def2-TZVPD basis) of a 2-piece molecular cluster, C15H31NO5S overall.

## Properties
- charge = 0
- calculated total energy (hartree) = -1419.168610
- relative energy (zero: lowest compared OMol25 entry of this formula, charge and spin) (kcal per mole) = 37.9
- structure (SMILES) = CCCCCCCCCC[C@@H]1CCCS(=O)(=O)O1.C[N+](=O)[O-]
- LUMO level (Eh) = 0.011
- largest force on an atom (eV/A) = 0.60
- HOMO-LUMO gap (eV) = 10.8

XYZ file:
```
53
Properties=species:S:1:pos:R:3:nbo_charge:R:1
C 1.354 -1.291 -2.737 -0.602
C 0.208 -0.341 -3.098 -0.404
C -0.108 0.660 -1.974 -0.383
C -1.548 0.565 -1.452 -0.395
C -1.734 1.105 -0.025 -0.393
C -2.714 0.296 0.842 -0.400
C -2.105 -0.185 2.146 -0.382
C -1.839 0.938 3.147 -0.409
C -0.842 0.549 4.253 -0.396
C 0.529 1.206 4.114 -0.414
C 1.379 0.452 3.114 0.111
C 1.964 -0.844 3.632 -0.445
C 2.335 -1.742 2.459 -0.398
C 2.843 -0.928 1.251 -0.700
S 3.429 0.735 1.558 2.387
O 3.149 1.515 0.395 -0.933
O 4.764 0.654 2.050 -0.932
O 2.508 1.294 2.736 -0.711
H 0.990 -2.053 -2.048 0.194
H 2.175 -0.758 -2.263 0.202
H 1.714 -1.803 -3.628 0.212
H 0.460 0.207 -4.007 0.189
H -0.659 -0.955 -3.337 0.208
H 0.571 0.490 -1.136 0.188
H 0.080 1.676 -2.319 0.204
H -1.858 -0.480 -1.491 0.190
H -2.215 1.114 -2.117 0.203
H -2.082 2.137 -0.087 0.205
H -0.762 1.157 0.472 0.186
H -3.056 -0.578 0.285 0.203
H -3.613 0.883 1.038 0.200
H -1.178 -0.720 1.913 0.178
H -2.759 -0.918 2.621 0.204
H -2.791 1.157 3.631 0.209
H -1.510 1.843 2.636 0.201
H -0.742 -0.540 4.224 0.194
H -1.263 0.783 5.228 0.216
H 0.380 2.215 3.729 0.221
H 1.039 1.260 5.074 0.213
H 0.774 0.300 2.215 0.180
H 2.856 -0.569 4.197 0.229
H 1.298 -1.361 4.319 0.223
H 1.436 -2.267 2.136 0.212
H 3.050 -2.505 2.757 0.223
H 3.654 -1.420 0.723 0.266
H 2.035 -0.801 0.533 0.244
C -1.631 0.136 -7.301 -0.485
N -1.681 -0.871 -6.206 0.536
O -0.909 -1.804 -6.256 -0.371
O -2.497 -0.682 -5.330 -0.379
H -0.862 -0.163 -8.004 0.231
H -2.611 0.157 -7.766 0.235
H -1.405 1.095 -6.846 0.236
```